[1]
Entry from the Open Molecules 2025 dataset: a cluster of 6 separate species, C27H42N2O18S in total in a non-equilibrium geometry (the ωB97M-V functional and the def2-TZVPD basis).

Last column: Löwdin charge in e.
Element x y z (Å)
O: 1.505 -0.555 -2.837  0.101
C: 1.072 -1.577 -3.316  -0.383
C: 0.175 -1.548 -4.482  0.024
C: -0.170 -2.674 -5.095  0.034
C: 0.353 -3.973 -4.632  -0.350
O: 0.226 -4.960 -5.314  0.131
C: 1.055 -4.033 -3.324  -0.147
C: 1.346 -5.368 -2.703  -0.130
C: 0.130 -6.309 -2.670  -0.181
C: -1.114 -5.547 -2.210  -0.269
C: -2.191 -6.456 -1.645  -0.429
S: -3.639 -5.507 -1.008  0.975
C: -3.245 -3.879 -1.482  -0.719
N: -3.546 -3.323 -2.629  0.074
N: -3.039 -2.039 -2.567  0.048
C: -2.492 -1.905 -1.399  -0.159
O: -2.579 -3.036 -0.649  0.024
C: 1.401 -2.885 -2.736  0.067
H: -0.174 -0.582 -4.810  0.125
H: -0.821 -2.688 -5.954  0.126
H: 1.614 -5.175 -1.665  0.117
H: 2.207 -5.843 -3.166  0.129
H: 0.343 -7.092 -1.944  0.115
H: -0.032 -6.748 -3.647  0.110
H: -1.555 -5.027 -3.055  0.104
H: -0.811 -4.826 -1.451  0.114
H: -1.829 -7.052 -0.816  0.074
H: -2.581 -7.083 -2.440  0.080
H: -2.020 -1.032 -0.989  0.131
H: 1.931 -2.891 -1.794  0.131
C: 3.068 2.158 -2.981  -0.033
O: 3.998 2.015 -4.062  0.014
C: 4.059 3.067 -4.872  -0.628
O: 3.423 4.084 -4.765  0.116
O: 4.947 2.805 -5.831  0.004
C: 5.117 3.861 -6.779  -0.041
H: 3.110 1.244 -2.403  0.078
H: 3.348 2.998 -2.349  0.076
H: 2.058 2.290 -3.358  0.100
H: 5.475 4.764 -6.289  0.096
H: 4.181 4.067 -7.296  0.097
H: 5.859 3.511 -7.490  0.093
C: -2.540 -1.151 2.119  -0.034
O: -1.819 -0.662 3.252  0.013
C: -1.437 0.609 3.136  -0.620
O: -1.641 1.323 2.190  0.128
O: -0.786 0.951 4.247  -0.012
C: -0.311 2.301 4.259  -0.028
H: -2.788 -2.188 2.328  0.100
H: -3.457 -0.583 1.973  0.103
H: -1.922 -1.108 1.227  0.069
H: -1.140 3.001 4.184  0.102
H: 0.393 2.468 3.447  0.102
H: 0.194 2.443 5.210  0.082
C: 4.800 5.336 -1.697  -0.041
O: 4.619 5.194 -0.285  0.008
C: 5.731 4.895 0.383  -0.624
O: 6.825 4.746 -0.095  0.126
O: 5.424 4.790 1.676  0.002
C: 6.535 4.472 2.517  -0.042
H: 3.828 5.573 -2.118  0.096
H: 5.495 6.144 -1.918  0.101
H: 5.162 4.407 -2.134  0.088
H: 7.296 5.248 2.458  0.097
H: 6.965 3.511 2.238  0.097
H: 6.143 4.419 3.528  0.092
C: 0.561 0.305 7.131  -0.041
O: 0.642 1.347 8.108  0.004
C: -0.129 1.158 9.178  -0.624
O: -0.850 0.214 9.371  0.127
O: 0.036 2.195 9.998  0.003
C: -0.739 2.123 11.197  -0.040
H: 1.231 0.584 6.324  0.089
H: 0.887 -0.644 7.552  0.101
H: -0.450 0.217 6.742  0.093
H: -0.466 1.244 11.778  0.097
H: -1.802 2.098 10.966  0.097
H: -0.507 3.021 11.760  0.093
C: -5.821 -0.333 -2.971  -0.036
O: -6.494 0.695 -2.233  0.009
C: -6.677 0.406 -0.949  -0.626
O: -6.309 -0.595 -0.388  0.112
O: -7.328 1.420 -0.379  0.005
C: -7.584 1.245 1.015  -0.040
H: -5.708 0.037 -3.985  0.096
H: -4.844 -0.531 -2.547  0.055
H: -6.412 -1.248 -2.983  0.100
H: -6.651 1.152 1.568  0.093
H: -8.204 0.367 1.186  0.097
H: -8.113 2.136 1.339  0.093

Calculated values
E_HOMO, eV: -9.75
SMILES: O=C1C=CC(=O)C(CCCCSc2nnco2)=C1.COC(=O)OC.COC(=O)OC.COC(=O)OC.COC(=O)OC.COC(=O)OC
Gap between HOMO and LUMO, eV: 8.2129

[2]
Entry from the Open Molecules 2025 dataset: a structure of composition C27H42N8P2RbS (the ωB97M-V functional and the def2-TZVPD basis).

Last column: Löwdin charge in e.
Element x y z (Å)
Rb: -0.486 0.212 -0.045  0.581
N: -2.060 2.584 1.463  -0.029
C: -3.354 2.573 0.765  -0.272
C: -4.170 1.360 1.179  -0.233
N: -3.393 0.148 0.964  -0.127
C: -4.128 -1.099 1.113  -0.231
C: -3.267 -2.261 0.647  -0.262
N: -1.989 -2.279 1.378  -0.019
H: -2.200 2.736 2.456  0.079
H: -1.495 3.360 1.138  0.060
H: -3.147 2.497 -0.306  0.086
H: -3.943 3.481 0.931  0.114
H: -5.072 1.314 0.566  0.122
H: -4.500 1.472 2.224  0.123
H: -2.633 0.145 1.634  0.047
H: -5.026 -1.056 0.493  0.123
H: -4.463 -1.272 2.148  0.123
H: -3.043 -2.120 -0.413  0.098
H: -3.832 -3.194 0.748  0.116
H: -1.402 -3.029 1.028  0.042
H: -2.164 -2.489 2.355  0.077
C: 3.898 0.749 -2.257  -0.301
P: 2.069 0.732 -2.436  0.791
C: 1.896 -0.444 -3.837  -0.285
C: 1.870 2.335 -3.336  -0.443
C: 0.430 2.641 -3.758  -0.441
P: -0.707 3.018 -2.351  0.792
C: -2.217 3.431 -3.314  -0.284
C: -0.142 4.713 -1.920  -0.287
H: 4.396 0.930 -3.211  0.045
H: 4.238 -0.206 -1.856  0.037
H: 4.191 1.530 -1.553  0.031
H: 2.519 -0.155 -4.686  0.050
H: 0.854 -0.498 -4.157  0.017
H: 2.185 -1.443 -3.506  0.038
H: 2.521 2.322 -4.216  0.085
H: 2.251 3.125 -2.682  0.069
H: 0.003 1.793 -4.303  0.065
H: 0.415 3.490 -4.448  0.085
H: -1.989 4.081 -4.161  0.049
H: -2.935 3.935 -2.666  0.038
H: -2.685 2.517 -3.683  0.020
H: -0.079 5.352 -2.803  0.050
H: 0.835 4.675 -1.437  0.032
H: -0.843 5.160 -1.214  0.035
N: 0.304 -3.887 -0.694  0.096
C: -0.459 -3.387 -1.719  -0.704
N: -0.652 -2.127 -1.915  0.029
C: -1.522 -1.928 -2.981  -0.340
C: -1.939 -0.687 -3.455  -0.039
C: -2.809 -0.638 -4.529  -0.071
C: -3.269 -1.809 -5.134  -0.074
C: -2.867 -3.051 -4.671  -0.076
C: -1.995 -3.094 -3.593  -0.465
S: -1.312 -4.482 -2.790  1.105
H: 1.000 -3.246 -0.341  0.104
H: 0.641 -4.831 -0.803  0.095
H: -1.581 0.220 -2.977  0.065
H: -3.140 0.319 -4.910  0.101
H: -3.947 -1.747 -5.974  0.109
H: -3.224 -3.959 -5.138  0.114
N: 5.112 -2.913 9.716  0.173
C: 4.744 -2.479 8.718  -0.173
C: 4.283 -1.936 7.468  -0.222
C: 5.190 -1.649 6.453  -0.007
C: 4.745 -1.138 5.248  0.002
C: 3.391 -0.897 5.056  -0.179
C: 2.483 -1.170 6.071  -0.001
C: 2.926 -1.695 7.270  -0.009
N: 2.936 -0.374 3.818  -0.020
C: 3.635 0.449 2.962  -0.042
C: 2.812 0.673 1.905  -0.140
N: 1.620 0.002 2.079  -0.015
C: 1.730 -0.608 3.231  -0.156
H: 6.244 -1.840 6.605  0.128
H: 5.454 -0.952 4.453  0.117
H: 1.432 -0.946 5.943  0.116
H: 2.222 -1.906 8.063  0.127
H: 4.616 0.827 3.192  0.123
H: 3.000 1.275 1.031  0.092
H: 0.986 -1.255 3.666  0.131

Calculated values
E_HOMO, eV: -10.79
Total charge: +1
Gap between HOMO and LUMO, eV: 8.7158

[3]
Entry from the Open Molecules 2025 dataset: a structure of composition C27H42NO2 in a non-equilibrium geometry (the ωB97M-V functional and the def2-TZVPD basis).

Last column: Löwdin charge in e.
Element x y z (Å)
C: 3.399 0.805 1.603  -0.044
H: 4.123 1.258 0.788  0.115
H: 3.038 -0.215 1.000  0.147
H: 2.649 1.502 1.651  0.038
C: 4.297 0.663 2.806  -0.543
C: 5.372 -0.330 2.785  -0.089
H: 6.051 0.216 2.250  0.039
H: 5.944 -0.705 3.609  0.085
H: 5.181 -1.389 2.217  0.138
C: 4.709 1.884 3.440  -0.062
H: 3.919 2.378 3.667  0.028
H: 5.597 2.137 2.831  0.118
H: 5.286 1.852 4.348  0.104
C: 3.142 -0.111 4.018  -0.121
H: 2.768 0.824 4.341  0.076
H: 3.756 -0.378 4.949  0.159
C: 2.096 -0.941 3.662  -0.533
C: 1.042 -0.534 2.789  -0.181
C: 0.633 -1.426 1.481  0.107
C: -0.403 -0.861 0.854  -0.080
C: -0.848 0.371 0.996  -0.134
C: -0.634 1.024 2.341  0.063
C: 0.359 0.494 3.024  -0.119
H: 0.567 1.155 4.008  0.193
H: -0.879 1.825 2.271  -0.042
O: -1.955 0.743 0.027  -0.121
C: -2.493 2.215 0.194  -0.179
C: -1.630 3.023 -0.280  -0.284
H: -2.168 4.180 0.057  0.235
H: -0.746 3.239 0.341  0.149
O: -1.303 3.056 -1.663  -0.156
C: -0.101 2.408 -2.109  -0.052
C: -0.613 0.979 -2.624  -0.074
H: -0.987 0.546 -1.828  0.039
H: 0.392 0.610 -2.889  0.149
N: -1.579 0.802 -3.777  -0.184
C: -0.955 1.920 -4.946  0.182
H: -1.405 2.994 -4.292  0.211
H: -0.034 1.749 -5.053  0.016
H: -1.697 1.713 -5.554  0.026
C: -3.024 1.444 -3.321  0.148
H: -2.960 2.298 -2.642  0.106
H: -3.494 1.377 -4.111  0.017
H: -3.173 0.764 -2.565  0.064
C: -1.377 -0.456 -4.348  -0.238
C: -1.898 -1.430 -3.565  -0.215
C: -3.210 -1.758 -3.260  -0.115
C: -3.531 -2.752 -2.432  -0.002
C: -2.371 -3.686 -1.762  0.020
C: -1.069 -3.286 -1.778  -0.066
C: -0.789 -2.245 -2.829  0.086
H: 0.250 -1.984 -3.012  0.098
H: -0.353 -3.836 -1.631  0.008
H: -2.762 -4.286 -1.006  0.070
H: -4.621 -3.101 -2.206  0.137
H: -4.144 -1.443 -3.640  0.109
H: -0.421 -0.499 -4.844  0.160
H: -2.210 -0.377 -5.110  0.174
H: 0.425 2.137 -1.224  0.138
H: -0.007 3.062 -2.741  0.027
H: -2.796 2.281 1.138  0.094
H: -3.504 2.010 -0.397  0.186
H: -0.620 -1.422 -0.182  0.141
H: 1.125 -2.218 1.531  0.003
C: 2.765 -2.288 3.179  -0.055
H: 2.032 -3.140 3.174  0.092
H: 3.161 -2.195 2.200  0.046
H: 3.457 -2.772 3.895  0.104
C: 1.452 -1.357 5.135  0.017
H: 1.752 -1.891 5.912  0.003
H: 0.463 -2.258 4.844  0.179
H: 0.873 -0.521 5.452  0.043

Calculated values
E_HOMO, eV: -10.11
Total charge: +1
Gap between HOMO and LUMO, eV: 7.3814

[4]
Entry from the Open Molecules 2025 dataset: a structure of composition C27H43AsF3NO3ReS2Si3 in a non-equilibrium geometry (the ωB97M-V functional and the def2-TZVPD basis).

Last column: Mulliken spin population.
Element x y z (Å)
Re: 0.220 -0.991 1.160  2.109
C: -0.609 0.481 -5.314  0.000
C: -0.743 -1.010 -5.617  0.000
C: -2.099 -1.255 -6.296  0.000
C: 0.385 -1.422 -6.580  0.000
C: -0.605 -1.871 -4.367  -0.001
C: -0.770 -3.269 -4.455  0.009
C: -0.488 -4.127 -3.414  0.000
C: -0.031 -3.570 -2.225  0.014
S: 0.523 -4.391 -0.790  -0.003
C: 0.729 -2.857 -0.083  -0.035
N: 0.511 -1.788 -0.826  0.052
C: 0.052 -2.183 -2.085  0.019
C: -0.230 -1.332 -3.150  0.005
C: 0.900 -2.913 2.497  -0.013
C: 0.920 -4.147 3.082  -0.023
C: 0.570 -4.149 4.432  0.055
C: 0.259 -2.965 5.097  -0.008
C: 0.224 -1.741 4.436  0.066
C: 0.544 -1.694 3.081  0.059
H: -0.751 1.044 -6.236  0.000
H: 0.383 0.731 -4.929  0.000
H: -1.366 0.818 -4.601  0.000
H: -2.160 -0.663 -7.209  0.000
H: -2.925 -0.965 -5.643  0.000
H: -2.235 -2.300 -6.574  0.000
H: 0.342 -0.808 -7.481  0.000
H: 0.289 -2.465 -6.882  0.000
H: 1.366 -1.288 -6.120  0.000
H: -1.117 -3.706 -5.382  0.001
H: -0.607 -5.196 -3.527  0.000
H: -0.125 -0.265 -3.012  0.001
H: 1.212 -5.048 2.558  -0.002
H: 0.561 -5.088 4.968  0.002
H: 0.026 -3.000 6.153  0.001
H: -0.035 -0.837 4.971  0.004
F: -2.522 -1.184 3.236  0.000
C: -2.818 -2.304 2.566  0.017
F: -2.661 -3.352 3.372  0.001
F: -4.052 -2.236 2.100  0.001
S: -1.662 -2.487 1.062  0.058
O: -1.701 -0.943 0.715  0.121
O: -2.459 -3.256 0.132  0.022
O: 1.421 -2.582 1.129  0.023
C: 2.232 1.352 4.098  0.008
Si: 0.757 2.362 3.569  0.085
C: 1.090 4.173 3.599  0.005
C: -0.896 1.907 4.297  0.001
As: 0.444 1.309 1.303  0.087
Si: -1.660 2.464 0.466  0.062
C: -3.103 1.787 1.394  0.011
C: -1.149 4.197 0.917  0.021
C: -1.551 2.120 -1.350  0.002
Si: 2.540 1.922 0.075  0.084
C: 2.080 1.630 -1.696  -0.004
C: 2.886 3.676 0.551  0.008
C: 3.674 0.619 0.784  0.048
H: 2.239 1.186 5.179  0.003
H: 3.162 1.861 3.840  -0.001
H: 2.211 0.380 3.607  0.008
H: 1.230 4.449 4.650  0.003
H: 0.264 4.768 3.216  -0.001
H: 1.999 4.447 3.068  -0.001
H: -0.812 1.706 5.369  0.004
H: -1.289 1.012 3.814  0.007
H: -1.616 2.717 4.176  -0.001
H: -3.215 2.255 2.372  -0.001
H: -2.998 0.716 1.534  -0.004
H: -4.022 1.952 0.825  0.002
H: -1.600 4.511 1.859  0.000
H: -1.468 4.909 0.152  0.002
H: -0.068 4.245 1.013  -0.009
H: -1.430 1.048 -1.523  0.005
H: -0.704 2.650 -1.786  0.000
H: -2.462 2.435 -1.865  0.003
H: 1.512 2.461 -2.114  0.000
H: 1.478 0.722 -1.760  0.006
H: 2.971 1.485 -2.313  0.003
H: 1.966 4.209 0.777  -0.003
H: 3.391 4.200 -0.265  0.001
H: 3.541 3.719 1.422  0.001
H: 3.081 -0.239 1.106  -0.006
H: 4.229 0.981 1.650  0.000
H: 4.398 0.271 0.044  0.006

Calculated values
E_HOMO (alpha / beta), eV: -13.76 / -14.31
Expectation value of S²: 3.780
Spin multiplicity: 4
Total charge: +2
Gap between HOMO and LUMO (alpha / beta), eV: 7.1032 / 6.9105

[5]
Entry from the Open Molecules 2025 dataset: a structure of composition C27H43Br3ClF10N3O9PS in a non-equilibrium geometry (the ωB97M-V functional and the def2-TZVPD basis).

Last column: Löwdin charge in e.
Element x y z (Å)
C: -4.978 1.718 0.444  -0.074
C: -4.504 2.785 1.483  -0.273
O: -3.398 2.276 2.235  -0.149
C: -2.657 3.299 2.882  -0.156
C: -1.126 3.149 2.402  -0.149
O: -1.016 1.966 1.609  -0.136
C: 0.359 1.814 1.191  -0.193
C: 0.507 0.938 -0.092  -0.194
C: -0.606 1.571 -1.037  -0.088
C: -0.632 3.123 -1.229  -0.047
C: -1.916 3.555 -2.067  -0.368
F: -2.366 2.597 -2.931  0.109
F: -2.926 3.679 -1.096  0.069
C: -1.765 5.001 -2.681  -0.382
F: -1.042 5.748 -1.782  0.101
F: -3.004 5.595 -2.715  0.099
S: -1.012 5.116 -4.390  0.895
F: -1.755 6.566 -4.615  -0.164
F: -2.267 4.394 -5.105  -0.127
F: -0.164 3.750 -4.230  -0.144
F: 0.258 5.956 -3.761  -0.173
F: -0.338 5.302 -5.855  -0.139
C: -0.086 -0.504 0.287  -0.117
C: -0.069 -0.841 1.840  -0.645
O: 0.953 -0.853 2.562  -0.068
O: -1.187 -1.155 2.406  -0.053
N: 0.363 -1.651 -0.519  -0.122
C: -0.195 -2.921 -0.124  -0.238
N: 0.658 -3.727 0.810  -0.095
C: 0.325 -5.184 0.678  -0.128
C: 0.927 -1.424 -1.818  -0.513
C: -0.201 -1.723 -2.893  -0.186
C: -1.686 -1.319 -2.646  -0.285
C: -2.666 -2.530 -2.324  -0.031
F: -2.195 -0.794 -3.897  -0.092
P: 2.228 -2.777 -2.431  0.797
O: 2.178 -2.899 -4.113  -0.294
O: 1.912 -4.315 -1.876  -0.263
C: 1.837 -0.113 -1.926  -0.802
Cl: 1.365 0.610 -3.539  0.771
Br: 3.801 -0.501 -2.467  0.716
N: 1.901 0.841 -0.718  -0.113
C: 2.559 2.104 -1.151  -0.148
C: 2.845 2.860 -2.468  -0.490
O: 3.713 2.585 -3.244  0.079
O: 2.282 4.132 -2.822  0.015
C: 2.760 0.184 0.369  -0.525
Br: 3.204 -1.736 0.547  0.967
C: 3.383 0.814 1.417  -0.634
C: 4.199 0.073 2.528  -0.198
Br: 3.414 2.732 1.751  0.832
H: -5.331 0.778 0.942  0.086
H: -5.810 2.179 -0.160  0.081
H: -4.179 1.417 -0.279  0.059
H: -4.318 3.795 1.038  0.105
H: -5.358 2.914 2.216  0.123
H: -3.013 4.334 2.635  0.119
H: -2.644 3.178 3.996  0.125
H: -0.408 3.117 3.261  0.135
H: -0.898 4.083 1.813  0.113
H: 0.689 2.893 1.058  0.082
H: 0.913 1.500 2.107  0.110
H: -1.641 1.376 -0.636  0.131
H: -0.688 1.108 -2.047  0.080
H: 0.230 3.585 -1.761  0.094
H: -0.760 3.717 -0.285  0.118
H: -1.203 -0.484 0.107  0.142
H: -1.195 -2.830 0.401  0.145
H: -0.406 -3.662 -0.945  0.100
H: 0.415 -3.522 1.783  0.087
H: -0.719 -5.367 0.313  0.077
H: 0.367 -5.604 1.724  0.065
H: 1.124 -5.715 0.106  0.060
H: 0.018 -1.553 -3.974  0.089
H: -0.278 -2.860 -2.922  0.090
H: -1.925 -0.549 -1.890  0.111
H: -3.051 -2.454 -1.271  0.089
H: -2.231 -3.526 -2.566  0.075
H: -3.582 -2.421 -2.971  0.085
H: 1.452 -3.492 -4.407  0.062
H: 1.920 -4.938 -2.625  0.069
H: 2.071 2.935 -0.569  0.094
H: 3.642 1.986 -0.862  0.114
H: 2.678 4.747 -2.169  0.126
H: 5.106 -0.435 2.098  0.074
H: 4.588 0.772 3.305  0.057
H: 3.543 -0.656 3.081  0.084
C: 2.114 -4.463 4.565  -0.115
C: 1.054 -5.471 5.058  -0.721
C: 1.733 -6.472 6.018  -0.133
O: 0.584 -6.153 3.995  -0.335
H: 2.933 -4.957 4.030  0.058
H: 1.671 -3.719 3.895  0.045
H: 2.557 -3.916 5.413  0.047
H: 0.344 -4.885 5.683  0.100
H: 2.539 -7.028 5.528  0.055
H: 1.011 -7.196 6.409  0.049
H: 2.172 -5.948 6.882  0.043

Calculated values
E_HOMO, eV: -2.25
Total charge: -1
Gap between HOMO and LUMO, eV: 3.0528